[1]
Entry from the OMol25 dataset: an isolated molecule of C4H8N2 at a distorted geometry (ωB97M-V/def2-TZVPD).

Each atom is followed by the atoms it is bonded to, with distances in Å.
Atoms and positions in Å:
1 H -1.244 -0.935 -1.551  N2 0.955
2 N -1.064 -1.803 -1.197  H1 0.955, C3 1.254
3 C -0.572 -1.719 -0.047  N2 1.254, C4 1.567, H9 1.091
4 C -0.242 -0.560 0.955  C3 1.567, C5 1.511, H10 1.085, H11 1.195
5 C -0.119 0.656 0.066  C4 1.511, C6 1.521, N7 1.262
6 C 1.239 1.341 0.036  C5 1.521, H12 1.080, H13 1.227, H14 1.105
7 N -1.041 0.970 -0.736  C5 1.262, H8 1.007
8 H -0.845 1.710 -1.391  N7 1.007
9 H -0.433 -2.683 0.447  C3 1.091
10 H -1.152 -0.485 1.542  C4 1.085
11 H 0.755 -0.770 1.580  C4 1.195
12 H 1.281 2.187 -0.634  C6 1.080
13 H 2.102 0.496 -0.175  C6 1.227
14 H 1.335 1.596 1.106  C6 1.105

Output
- Energy: -7256.18264 eV
- Multiplicity: 1
- Relative energy (zero: lowest compared OMol25 entry of this formula, charge and spin): 1.693 eV
- HOMO energy: -9.3392 eV
- F_max: 3.5 eV/A
- Orbital gap: 10.223 eV

Mulliken population analysis, charges in e, atoms 1 to 5: 0.3321, -0.6425, -0.1227, -0.3189, 0.6461

***

[2]
Entry from the OMol25 dataset: a cluster of 2 separate species, C4H6O2S2 in total at a distorted geometry (ωB97M-V/def2-TZVPD).

Each atom is followed by the atoms it is bonded to, with distances in Å.
Atoms and positions in Å:
1 C 1.281 -0.592 -0.037  C2 1.280, C4 1.624, H9 1.105
2 C 0.668 -1.675 -0.340  C1 1.280, H10 1.078
3 C -1.491 1.357 0.771  S8 1.659, H11 1.033, H12 1.130
4 C 1.165 0.804 -0.857  C1 1.624, S7 1.773, H13 1.146, H14 1.098
5 O 2.584 1.923 0.963  S7 1.448
6 O -2.347 -0.207 -1.241  S8 1.499
7 S 1.324 2.150 0.285  C4 1.773, O5 1.448
8 S -2.087 -0.094 0.231  C3 1.659, O6 1.499
9 H 1.901 -0.532 0.876  C1 1.105
10 H -0.061 -2.070 -1.028  C2 1.078
11 H -1.248 2.160 0.169  C3 1.033
12 H -1.534 1.360 1.900  C3 1.130
13 H 2.051 0.663 -1.569  C4 1.146
14 H 0.180 0.918 -1.330  C4 1.098

Output
- Energy: -30004.29226 eV
- Multiplicity: 3
- Relative energy (zero: lowest compared OMol25 entry of this formula, charge and spin): 1.517 eV
- HOMO energy (spin up / spin down): -8.3700 / -9.8286 eV
- F_max: 4.6 eV/A
- Orbital gap (spin up / spin down): 7.840 / 8.309 eV

Mulliken population analysis, charges in e, atoms 1 to 5: -0.3159, -0.4874, -0.8011, -0.4378, -0.4520